[1]
This record from OMol25 describes a 6-piece molecular cluster, C35H51I2N2O12PS3 overall. The level of theory is ωB97M-V with the def2-TZVPD basis set.

```
! RIJCOSX wB97M-V def2-TZVPD def2/J DEFGRID3
* xyz 0 1
H -0.71293 0.98295 -2.26788
H -4.58504 -6.46029 0.23100
H 2.33542 4.36383 -2.44745
H 0.56513 -4.14872 -3.83049
H -2.37653 5.13890 3.65487
H 0.93422 -1.95042 -3.02785
H -6.67094 -8.32336 1.09154
C 2.13574 1.64883 2.23130
H -2.38104 8.91689 1.15050
C -0.48866 0.21969 3.64204
H -3.10476 1.07069 -2.13325
S -2.51279 -4.18771 1.52434
H 2.11740 1.85772 3.35308
H 2.74055 2.46201 1.67012
H -1.27161 -3.70498 5.92056
H 2.79352 -0.54023 2.68210
H 0.34509 3.48254 4.20615
H 2.30036 -5.72952 -3.74755
H -0.77917 3.73551 6.48267
C -4.89500 7.61977 0.82508
C -0.58523 2.81884 4.36078
H -2.98784 -7.16129 0.65979
O 0.29545 2.83234 -3.73186
H -3.03412 0.25243 6.03917
O -1.78704 6.14652 0.82298
H 5.99874 -2.01990 -5.19971
H 2.81925 -5.23140 -2.10219
C 2.42555 -4.89071 -3.06284
C 5.56092 -1.13509 -5.66173
H -0.95311 1.75005 -0.60884
O 2.85816 -2.60802 -3.42859
H -5.02042 -7.21292 2.50744
N -2.34472 -3.43372 3.06928
H 5.80070 -1.27468 -7.83731
C 1.41500 2.65338 -3.32018
C -4.05310 -7.36189 0.54470
H -0.60016 -1.42648 -1.13178
H -4.57690 9.35775 2.10926
H 0.86319 -0.40177 -0.69502
O -3.04022 -0.66063 6.41448
C 0.64718 1.69317 1.54623
C -2.79696 8.12209 1.77429
H 0.83507 1.68766 0.41872
H -4.56872 7.79549 2.93729
C -1.31899 -2.00664 1.42243
C -2.76509 6.82858 1.00676
H 0.11332 2.69660 1.77400
H 0.50336 -4.47017 -2.09289
H -5.88321 7.21637 1.05365
I -3.70827 1.43387 0.52926
C -4.27812 8.31206 2.01663
H 6.95948 1.17285 -7.55684
C 6.13626 0.71677 -7.00367
C -4.29376 -8.45038 -0.46519
C -1.43315 3.48948 5.56138
O 1.84882 1.48219 -2.77904
C -4.64701 -7.95806 1.80248
O -5.23849 -9.31690 -0.00698
C 2.51322 3.68202 -3.28281
C -2.70980 0.51379 -1.19769
C 1.64463 -2.70036 -2.67428
H -2.24459 8.03708 2.71036
C -1.09436 0.76099 -1.19489
H 1.87230 -2.50448 -1.62185
C 6.24535 -0.78938 -6.96667
H 7.29872 -1.08385 -6.91774
C -1.22760 -1.11596 4.04765
S -2.46715 4.94521 5.03127
C -1.64033 -2.17672 2.96034
C -0.14217 0.41165 2.09148
H 5.18928 1.05467 -7.43555
C 3.35663 -3.85733 -3.63609
O -3.76432 -8.53783 -1.54335
O 4.41286 -4.08156 -4.17167
I 4.93128 0.46544 1.26571
C 5.82089 0.09322 -4.83439
O -2.12746 -3.20778 6.02360
C 1.14127 -4.10610 -2.90046
O 5.69215 0.17508 -3.63864
C -0.27665 -0.47493 -0.55976
P -1.67272 -1.54703 5.84986
H 3.76215 0.74013 -2.47833
C -5.73053 -8.85782 1.25670
H 3.15045 1.83575 -1.21812
H 4.13279 2.48856 -4.02578
H -2.17423 2.67602 5.93396
O -4.00045 6.54851 0.50420
C 2.80332 0.23770 1.83598
H 2.26543 -0.24791 0.93140
C -0.12549 1.30153 4.77124
H -3.88989 -8.55892 2.31667
H -1.22886 2.81321 3.41103
C -0.56597 -0.66120 1.02530
O 6.18740 1.13228 -5.63432
H -0.74677 1.05797 5.71970
H 0.98876 1.24006 5.04343
H 4.48253 -1.25865 -5.78718
S -0.12945 -1.31993 7.05492
N -1.74951 -3.03505 0.48095
H -2.98988 -0.59585 -1.19583
H -4.97400 8.28000 -0.04390
H -5.91960 -9.71202 1.90948
C 3.18875 1.65030 -2.29653
H 2.56947 4.23089 -4.22295
H 4.54579 3.34113 -2.53312
C 3.74159 2.82550 -3.06057
*
```

For the highest occupied orbital energy, the calculation gives -8.511 eV. The structure (SMILES) is OP(O)(=S)c1c(CCCS)c(CCCI)c(CCCI)c2nsnc12.O=C1CCCO1.O=C1CCCO1.O=C1CCCO1.O=C1CCCO1.O=C1CCCO1. For the gap between HOMO and LUMO, the calculation gives 6.690 eV. Its LUMO energy is -1.821 eV.

***

[2]
This record from OMol25 describes a 9-piece molecular cluster, C34H33Cl8F5 overall. The level of theory is ωB97M-V with the def2-TZVPD basis set.

```
! RIJCOSX wB97M-V def2-TZVPD def2/J DEFGRID3
* xyz 0 1
C 0.84186 -3.44726 3.98586
F 2.72931 1.07760 -3.04390
C 2.98890 -2.39243 -0.82387
C -3.22032 -2.08185 -2.38730
H 7.05368 3.50134 2.37310
C 1.42424 6.79211 2.81077
H 0.38646 3.37455 -0.61038
H -1.48168 -0.94836 -2.45538
C 2.57191 -2.47827 -2.11897
C -5.56017 -1.41851 0.36323
C 0.12598 0.39787 1.02747
H -0.83631 -2.45031 3.20335
H -0.30792 5.10993 -5.21814
Cl -0.41157 5.07366 -2.75532
H 6.10818 4.66386 3.31071
Cl 1.39735 5.05407 3.00589
C 1.96721 1.72628 1.83506
C 0.48820 2.55768 0.08874
H -5.13177 -3.09921 -2.36453
H 2.89101 3.20148 -1.80762
C -4.26285 -1.09545 0.69641
H 2.92444 1.69782 2.33436
C -2.42708 -1.10024 -2.95494
C -6.30620 -2.30198 1.02571
C 1.23789 0.57552 1.88198
H 1.50109 -6.70809 3.43011
C -0.07179 4.46588 -4.37106
C 2.84789 -0.04962 -2.30672
Cl 4.92727 4.27297 1.37777
H -6.19617 -3.86984 2.48557
C 1.59617 2.72012 0.91512
C 3.26028 0.00324 -0.95945
H 2.04130 -1.43871 -3.85076
H -7.37884 -2.34874 0.90879
C -5.68988 -3.11031 1.90835
C 1.47008 -4.71255 4.12870
Cl 2.64733 5.55686 -1.42410
H 3.67086 0.95727 -0.66341
H 1.62161 -0.30928 2.36806
H 0.98462 4.38413 -4.62683
C -0.81274 -4.40361 2.45420
Cl 5.24047 2.60400 3.66122
H 2.40256 7.07650 2.42333
C 6.04290 3.79336 2.65797
C 0.93765 -5.78691 3.41090
H -0.47596 -6.44798 1.94180
Cl -0.62704 2.74176 -4.64781
H -2.14946 0.15203 -4.71023
F -6.01783 -0.80184 -0.76500
C -2.74212 -0.59974 -4.21023
Cl 0.13179 7.33163 1.74963
C -0.27083 -3.37022 3.18356
H -1.71200 -4.33171 1.86044
H 1.09509 -2.57541 4.57079
F -6.17430 -1.92343 -4.35423
C 3.37726 -1.18620 -0.24077
H -4.23498 -0.59299 -5.72386
H 3.09037 -3.35651 -0.34779
H -3.82974 -3.67451 2.87801
H -2.58055 -1.82889 1.60469
C -3.65611 -1.92524 1.58753
H 1.25658 7.26273 3.77953
H 2.23737 3.58516 0.83165
C -4.47218 -2.40654 -2.86608
H -3.65539 -0.35069 0.20374
C 3.52390 4.07763 -1.94877
C -0.18218 -5.65909 2.61837
C -0.29187 1.41539 0.18196
Cl 3.92360 4.16825 -3.65775
F 2.60330 -4.81901 4.82154
H 4.40042 3.92167 -1.31989
H 3.89413 -1.19717 0.70746
C -4.32557 -3.00118 2.19451
H 2.39022 -3.48817 -2.45587
C -4.88609 -1.71462 -4.02565
C 2.44236 -1.30322 -2.85718
F -0.45225 -0.88943 0.94882
C -3.97439 -0.86398 -4.71141
H -2.84160 -2.68936 -1.57866
H -1.04749 1.25429 -0.57269
*
```

For the highest occupied orbital energy, the calculation gives -8.851 eV. The calculation puts the energy above the lowest of the compared OMol25 structures with the same formula, charge and spin at 0.0 kJ/mol. The structure (SMILES) is Fc1ccccc1.Fc1ccccc1.Fc1ccccc1.Fc1ccccc1.Fc1ccccc1.ClCCl.ClCCl.ClCCl.ClCCl. For the gap between HOMO and LUMO, the calculation gives 9.102 eV. Its LUMO energy is 0.252 eV.

***

[3]
This record from OMol25 describes a single C25H28N6O3 molecule. The level of theory is ωB97M-V with the def2-TZVPD basis set.

```
! RIJCOSX wB97M-V def2-TZVPD def2/J DEFGRID3
* xyz 0 1
O -1.13528 -0.28829 2.90190
C -6.18598 -0.94951 0.17307
C 1.90112 -3.05145 -3.99117
C 0.18549 -1.94695 0.97635
H -4.88637 -0.98723 1.87376
N -0.43817 1.17458 -0.56554
N -0.60760 -1.80980 -0.24022
N -0.56292 2.44229 -0.19639
H -2.42884 -1.11019 -0.93102
H -0.47289 -2.36760 1.74289
C 1.58325 1.89153 2.33330
H -2.26777 -1.22051 0.83188
H -6.13529 1.39481 -2.25657
H 6.78230 3.63748 -0.10993
C 3.97193 2.96959 1.37704
H -0.56988 -1.32343 -2.24007
C 3.14741 3.70401 2.24693
C 1.93787 -0.14655 1.07192
H 0.98747 -2.65507 0.76684
H 6.36359 2.01925 0.50388
C 0.83766 -2.88725 -1.93252
N 0.42166 1.32909 2.79162
C 2.39432 1.14691 1.46226
H 2.56183 -0.72484 0.40570
H 5.45226 2.72368 -0.86353
O 5.11013 3.60271 0.98412
H 4.19439 1.10834 0.31980
C -5.16265 -0.46504 0.96925
N -2.17698 1.42283 0.67975
C -4.84736 1.36064 -0.55274
H 3.46459 4.69542 2.52726
C -4.48876 0.69414 0.61281
C -1.74832 -0.93737 -0.08780
H 2.17165 -2.02783 -4.29190
N -1.58350 2.60965 0.53667
C 5.96314 2.94557 0.07871
H 1.81283 -3.67218 -4.88449
H 0.85965 -0.76307 -1.37252
H 2.75122 -1.92846 -1.59647
C -3.36501 1.22778 1.46289
C 0.75550 -0.65159 1.49406
H 3.92167 -3.30917 -3.18435
H -4.32521 2.26454 -0.83386
H -6.70729 -1.85073 0.45917
O 0.65019 -3.05503 -3.33804
H -3.62056 2.20802 1.87663
C 1.97299 3.17614 2.71809
H 2.81907 -4.67279 -2.90268
C -0.07011 0.10064 2.43241
C 2.89362 -3.58660 -2.96297
H 0.32750 -3.72942 -1.44564
C -1.44153 0.52178 -0.01719
H 2.61138 -3.50420 -0.79175
C -5.86510 0.87176 -1.35140
C -6.53652 -0.28407 -0.98906
C 0.14550 -1.59248 -1.46078
C 2.35589 -2.94156 -1.68739
H -3.12806 0.53991 2.28230
H -0.15384 1.87217 3.42545
C 3.59283 1.69954 0.99176
H -7.33190 -0.66485 -1.61204
H 1.34179 3.75030 3.37954
*
```

For the highest occupied orbital energy, the calculation gives -7.952 eV. The calculation puts the energy above the lowest of the compared OMol25 structures with the same formula, charge and spin at 337.8 kJ/mol. The structure (SMILES) is COc1ccc2[nH]c(=O)c(CN(Cc3nnnn3Cc3ccccc3)C[C@@H]3CCCO3)cc2c1. For the gap between HOMO and LUMO, the calculation gives 8.190 eV. Its LUMO energy is 0.237 eV.

***

[4]
This record from OMol25 describes a 2-piece molecular cluster, C24H35O2Si overall. The level of theory is ωB97M-V with the def2-TZVPD basis set.

```
! RIJCOSX wB97M-V def2-TZVPD def2/J DEFGRID3
* xyz 1 1
H -2.18635 -3.22874 -2.29182
C 2.11460 -3.03924 -1.89584
H 0.98558 -5.67215 8.82894
O -0.41612 -3.14101 0.19856
C 1.11475 -4.61629 6.96145
H 0.81386 -3.66749 7.40506
H 2.27312 -8.01252 5.47320
C 0.17561 0.39183 5.67139
C -0.29175 -2.95932 1.53698
H -2.34452 1.38957 5.75236
H -0.62380 -1.46337 2.98393
C 1.41343 0.16860 5.01636
H 0.93761 0.18600 -2.56419
H -1.58616 1.70558 7.35503
C 1.39503 -3.55334 4.70125
H -1.68926 3.01803 6.13510
H 1.68398 -0.11299 -0.05276
H -0.47813 -3.92844 3.40424
H 2.08842 -3.72767 -1.03966
H -1.48528 -0.53622 6.73843
H -0.09499 -0.76429 1.43793
H -1.45691 0.07806 -1.69345
H 2.28388 -1.71450 0.46218
Si -0.40215 -2.06128 -1.11182
C 1.95080 -7.05080 5.87556
H 1.64105 -3.53744 -2.75050
C 1.41232 -4.68456 5.56086
C -1.13451 -3.01534 -2.52279
H 3.16995 -2.86472 -2.14625
H -0.87540 0.18316 -0.02710
H -0.62090 -3.97247 -2.67869
C 0.01897 -1.62647 2.10770
H 0.94625 -1.22090 -3.64769
H 2.47429 -0.53371 -3.07102
C 2.17767 -1.03356 -0.39256
C 1.83338 -5.94919 5.04867
C -0.56923 -0.70748 6.16752
C 1.23094 -5.73685 7.76690
H 1.13558 -8.12410 8.97002
C 1.66789 -6.96211 7.24755
H -0.64548 -5.01805 1.87615
H 2.78228 -1.29236 4.25489
C -0.42137 -4.05665 2.33460
H 1.89402 -3.64742 3.73342
C 1.87419 -8.12955 8.16135
H 1.05778 -1.63710 2.46914
H 1.98185 1.03746 4.68575
H 2.86872 -8.10644 8.62946
H 1.78801 -9.07452 7.61740
C -1.55845 1.94663 6.28291
H 3.19313 -0.76160 -0.71695
H 2.07405 -6.02611 3.98614
C 1.03545 -2.23759 5.13539
C 1.44192 -1.69902 -1.56202
H -2.33702 -0.75754 -0.40022
C 1.83025 -1.11175 4.76105
O -0.25171 1.68059 5.72883
H -0.76735 -2.84213 6.18521
H -1.10528 -2.44578 -3.46213
C -0.15495 -1.99431 5.87374
C 1.44001 -0.76624 -2.77922
C -1.33281 -0.49165 -0.76049
*
```

For the highest occupied orbital energy, the calculation gives -10.831 eV. For the gap between HOMO and LUMO, the calculation gives 5.543 eV. Its LUMO energy is -5.287 eV.